# 1
17
Properties=species:S:1:pos:R:3:forces:R:3 method="wB97M-V/def2-TZVPD" e_lumo_ev=0.36 total_energy_ha=-744.807212 largest_force_ha_per_bohr=0.0852 homo_lumo_gap_ev=8.80
C -1.628 -1.323 0.445 -0.0555 2.5261 -2.7360
C -1.753 -0.003 0.399 0.3189 0.7659 -1.5233
C -1.857 1.303 0.058 -3.6773 -2.3753 0.1799
C -0.859 2.289 -0.183 2.5535 -2.9936 1.3417
C 0.467 2.148 -0.041 -0.9419 0.3241 -0.0771
C 1.062 0.843 0.423 0.4759 2.0280 -2.2215
S 1.493 0.593 1.937 0.0326 -0.3610 0.9711
O 1.318 0.079 -0.670 -0.2507 -0.6337 2.2136
C 1.829 -1.198 -0.267 2.3198 1.4169 -0.9106
H -1.722 -1.797 1.327 -0.1158 -1.6445 3.0500
H -1.478 -1.973 -0.438 -0.1824 0.7812 0.3554
H -2.979 1.665 -0.143 2.5195 -0.9045 0.5406
H -1.201 3.176 -0.468 -1.3864 3.6638 -1.1851
H 1.011 3.083 -0.271 0.4361 -1.0832 0.3631
H 2.104 -1.659 -1.134 0.0186 -1.3251 -2.9257
H 1.202 -1.835 0.238 -1.7608 -0.8419 1.5772
H 2.834 -1.166 0.154 -0.3042 0.6570 0.9866


# 2
16
Properties=species:S:1:pos:R:3:forces:R:3 method="wB97M-V/def2-TZVPD" e_lumo_ev=0.05 total_energy_ha=-669.536487 largest_force_ha_per_bohr=0.1066 homo_lumo_gap_ev=8.38 smiles="C=C=C=CCSC=C"
C 2.843 -0.860 0.993 -0.1737 2.1447 0.4205
C 2.121 0.167 0.556 0.7326 -1.0829 -0.1648
C 1.336 0.953 -0.054 0.5105 -1.2240 0.6636
C 0.251 1.335 -0.657 0.0458 1.4703 1.9626
C -0.905 1.920 0.106 -1.4012 -4.4331 -2.9004
S -1.632 0.365 1.001 -0.1367 1.1914 -0.7985
C -1.845 -0.646 -0.437 1.1674 0.6590 1.3911
C -1.649 -1.940 -0.403 -1.8550 -2.3650 -2.9255
H 3.714 -1.204 0.503 0.3801 -0.5781 -1.1322
H 2.905 -1.037 2.037 -0.4648 -0.3695 0.9339
H 0.311 1.344 -1.675 -0.3823 0.1611 -2.8244
H -0.524 2.454 0.858 0.8404 2.6083 2.7700
H -1.628 2.360 -0.597 0.0979 0.1172 0.8129
H -1.911 -0.129 -1.350 -0.8893 0.5856 -1.0446
H -1.340 -2.497 0.440 0.1424 -0.3569 0.9278
H -2.048 -2.587 -1.321 1.3857 1.4721 1.9081


# 3
21
Properties=species:S:1:pos:R:3:forces:R:3 method="wB97M-V/def2-TZVPD" e_lumo_ev="0.00 / -0.01" total_energy_ha=-3671.816766 largest_force_ha_per_bohr=0.1010 homo_lumo_gap_ev="7.50 / 7.50"
C -0.128 1.531 3.682 0.7866 -4.5902 -1.3020
C 0.361 -0.476 3.410 -0.8370 5.0079 1.0881
C 1.021 1.038 1.835 0.6793 -0.7962 -1.3583
C -1.672 -0.611 -2.181 0.9292 -4.8931 -0.4292
C -0.226 -0.844 -2.556 0.8624 1.0180 1.2883
C 0.671 -0.641 -1.281 -0.5910 -0.6726 -1.6336
C 0.620 0.788 -0.964 0.5060 1.4602 1.2959
N 0.489 1.892 2.632 0.0919 0.5778 -0.0550
O 0.909 -0.339 2.277 -0.1693 -0.0776 0.0183
S 1.876 1.269 0.323 -0.6282 -0.0531 0.6081
Br -0.168 -2.019 4.225 0.0332 -0.5380 -0.3153
I -0.402 2.452 5.413 -0.1778 0.4550 1.0790
H -1.789 0.136 -1.513 -0.9843 2.8094 1.4255
H -2.021 -1.571 -1.659 0.3550 1.2796 -0.4370
H -2.154 -0.650 -3.105 -1.7114 0.8811 -1.1445
H 0.083 -0.229 -3.458 -0.0521 -0.5302 1.2525
H -0.146 -1.860 -2.789 0.2945 -1.5454 -0.9174
H 1.668 -0.995 -1.466 0.6993 0.1408 -0.2520
H 0.358 -1.202 -0.429 -0.7532 -0.7794 0.4293
H 1.049 1.247 -1.885 -1.0747 0.7374 0.7455
H -0.400 1.086 -0.511 1.7416 0.1085 -1.3864


# 4
18
Properties=species:S:1:pos:R:3:forces:R:3 method="wB97M-V/def2-TZVPD" e_lumo_ev=0.82 total_energy_ha=-2921.293473 largest_force_ha_per_bohr=0.0848 homo_lumo_gap_ev=9.59 smiles="BrC1=CCCC1.C=C=O"
Br 2.687 -0.575 -1.275 0.8753 0.1209 -0.6049
C 1.056 -0.930 -0.530 -2.7709 -0.3200 1.0856
C -0.159 -0.521 -0.939 2.0013 1.8146 -1.2583
C -1.302 -0.674 0.067 2.1776 -2.7126 -2.6291
C -0.647 -1.663 1.079 2.1902 1.6275 -1.2184
C 0.963 -1.715 0.750 -1.0553 0.4886 0.1039
H -0.131 0.178 -1.828 -0.7294 -0.9734 0.8876
H -2.123 -1.105 -0.548 -0.1086 0.5963 1.1203
H -1.389 0.300 0.436 -1.0981 1.3092 0.8103
H -0.871 -1.280 2.024 0.0017 0.2291 1.8021
H -0.993 -2.642 1.004 -0.8147 -1.5027 -0.2118
H 1.724 -1.375 1.478 -0.8305 0.1038 0.0680
H 1.229 -2.727 0.526 0.1790 -0.8229 0.0321
C -0.331 3.095 -0.062 1.1572 -0.1802 0.1740
C 0.519 2.819 -1.007 -0.1472 0.0637 -0.9536
O 1.188 2.627 -1.934 0.0961 0.0063 0.4134
H -1.350 3.055 -0.191 -2.0522 -0.0124 -0.9356
H -0.069 3.133 0.947 0.9284 0.1641 1.3145